Density functional theory data (ωB97M-V/def2-TZVPD) for C10H6BeNO5 as an isolated structure in a non-equilibrium geometry.

Geometry as XYZ:
```
23
Properties=species:S:1:pos:R:3:forces:R:3
O -1.75954 2.63554 1.06428 1.6 -2.5 -0.2
C -1.13623 1.68474 0.98254 -1.4 2.1 0.2
Be 0.38395 -0.22561 0.59264 -0.1 -1.5 0.4
O -0.69276 -2.00111 2.67750 1.3 2.8 -3.8
C -0.33867 -1.26391 1.85480 -1.3 -2.5 4.6
C -0.12156 -1.38675 -0.71966 -0.2 2.3 -0.3
O 0.09483 -2.49869 -1.10784 -0.1 -0.1 0.2
C 0.00400 0.84458 -1.84969 -0.1 1.7 -1.4
O 0.75222 0.88746 -2.80889 -1.0 -0.2 1.9
C -0.92774 -0.30271 -1.54434 -1.1 -3.6 -1.8
O -2.07136 -0.47317 -1.93507 1.5 1.2 0.8
H -0.16224 1.69799 -1.11847 0.8 0.0 -0.8
C 4.47644 0.83303 1.76849 -0.4 -0.2 -0.1
C 4.26040 0.24817 0.51149 0.1 0.1 0.1
C 2.96653 0.00193 0.08867 -0.4 0.2 0.6
N 1.91236 0.25493 0.91677 0.1 0.9 0.1
C 2.09825 0.88777 2.11337 0.8 -0.2 -0.7
C 3.37286 1.19809 2.55532 -0.1 -0.2 0.0
H 5.48799 0.99345 2.14264 -0.3 0.0 -0.2
H 5.07733 -0.03458 -0.15580 -0.2 0.2 0.3
H 2.73499 -0.37861 -0.91268 0.1 -0.1 0.5
H 1.20784 1.16445 2.68243 0.3 -0.3 -0.1
H 3.47175 1.68833 3.52164 0.2 -0.1 -0.3
```
Forces are in eV/Å.

Calculated values
* net charge: +1
* gap between HOMO and LUMO: 0.2450 hartree
* relative energy (zero: lowest compared OMol25 entry of this formula, charge and spin): 0.0 kcal per mole
* E: -22587.01120 eV
* molecular weight: 229.2 g/mol
* E_HOMO: -11.7544 eV

***

Density functional theory data (ωB97M-V/def2-TZVPD) for one molecule with the formula C27H42N4O4S in a non-equilibrium geometry.

Geometry as XYZ:
```
78
Properties=species:S:1:pos:R:3:forces:R:3
C -2.24708 -0.66307 -3.36074 0.0 0.1 0.2
C -2.41826 -0.73286 -1.84917 -0.1 -0.3 -0.3
C -2.65796 -2.17014 -1.37039 0.1 0.6 0.0
N -2.72320 -2.23214 0.07851 0.0 -0.3 0.0
C -1.49368 -2.61424 0.74216 0.0 -0.3 0.3
C -1.23674 -4.11664 0.97029 0.0 0.2 -0.3
C -1.09992 -4.94370 -0.30302 0.0 0.0 0.2
C -3.93574 -2.79938 0.62950 -0.3 0.0 -0.2
C -5.14375 -1.86528 0.47929 0.2 0.0 0.3
C -5.13266 -0.70197 1.47737 -0.4 -0.1 -0.3
N -3.97047 0.13156 1.32672 0.1 -0.1 0.2
C -3.98464 1.27997 0.63822 0.3 0.0 0.2
O -4.99479 1.81868 0.20803 -0.3 0.1 -0.2
C -2.62973 1.87462 0.39433 0.0 0.0 0.0
C -2.59217 2.95589 -0.43051 -0.2 -0.3 0.2
N -1.47236 3.56841 -0.86100 -0.2 -0.1 0.1
C -1.57037 4.72550 -1.72014 0.0 0.3 -0.3
C -0.24566 3.05252 -0.51112 0.4 -0.5 0.4
C 0.95376 3.56691 -1.02871 0.1 0.0 0.0
C 2.15975 2.99269 -0.69412 0.0 0.1 -0.1
C 2.20435 1.91492 0.18126 0.4 -0.4 0.2
S 3.80169 1.18938 0.57495 -0.4 0.1 0.2
O 4.40157 2.01184 1.58670 -0.1 -0.1 0.1
O 4.50814 1.03738 -0.66698 -0.2 -0.1 0.0
N 3.40371 -0.27191 1.23522 0.4 1.0 -0.3
C 3.55716 -0.44831 2.65810 0.0 0.1 0.5
C 3.32233 -1.46781 0.41207 0.1 0.0 -0.7
C 2.42841 -1.23921 -0.80624 -0.2 -0.4 0.1
C 2.29888 -2.53301 -1.60696 0.1 0.2 -0.2
C 3.67137 -3.02499 -2.05393 -0.1 -0.3 0.2
C 4.57237 -3.24607 -0.84338 0.1 0.2 -0.1
C 4.70234 -1.95811 -0.03581 -0.1 -0.3 0.2
C 1.04944 1.42308 0.72822 -0.1 0.1 0.0
C -0.19045 1.96336 0.37904 0.2 0.1 -0.1
C -1.39986 1.32554 0.92400 -0.1 0.3 -0.1
O -1.31773 0.40488 1.73506 0.1 -0.1 0.0
H -1.39734 -1.26405 -3.67886 0.1 -0.1 -0.1
H -3.13680 -1.03716 -3.86273 -0.1 0.0 -0.1
H -2.07981 0.36294 -3.68070 0.0 0.1 -0.1
H -1.52222 -0.34588 -1.35804 0.0 0.0 0.1
H -3.25739 -0.10681 -1.54373 0.0 0.0 0.1
H -1.84947 -2.79787 -1.76189 -0.1 -0.1 0.0
H -3.59432 -2.53835 -1.80012 0.0 -0.1 0.0
H -1.47772 -2.12338 1.72185 0.1 0.0 -0.1
H -0.66983 -2.19463 0.16051 0.1 0.1 0.0
H -0.31292 -4.19988 1.54833 0.0 0.0 0.1
H -2.03994 -4.53476 1.58005 0.0 0.0 0.1
H -0.83081 -5.96911 -0.05486 0.0 -0.1 -0.1
H -0.32400 -4.53632 -0.94868 0.1 0.0 -0.1
H -2.03559 -4.96747 -0.85618 -0.1 0.0 -0.1
H -4.18600 -3.76831 0.16110 0.1 0.0 0.1
H -3.76947 -2.97914 1.69437 0.0 -0.1 0.0
H -5.17254 -1.45963 -0.53185 -0.1 0.0 -0.1
H -6.05670 -2.44222 0.63921 -0.1 0.0 -0.1
H -5.15567 -1.09041 2.50036 -0.1 0.0 0.0
H -6.01061 -0.07126 1.31301 0.1 -0.1 0.1
H -3.06638 -0.26049 1.56892 0.0 0.2 -0.1
H -3.53728 3.35151 -0.77996 0.0 0.0 0.0
H -1.15965 4.51042 -2.70892 0.0 0.0 0.0
H -2.61681 5.00022 -1.83054 0.1 0.0 0.0
H -1.03180 5.56943 -1.28586 0.0 0.0 0.0
H 0.94309 4.40348 -1.70750 0.0 0.1 -0.1
H 3.08545 3.35872 -1.10848 0.1 0.1 -0.1
H 2.63113 -0.83442 3.09301 0.0 0.0 0.0
H 3.78102 0.52611 3.08343 0.0 -0.2 0.3
H 4.37692 -1.13183 2.89620 0.0 0.0 0.0
H 2.85536 -2.23793 1.04118 0.0 0.1 0.0
H 1.44221 -0.90012 -0.48194 0.0 0.0 0.0
H 2.87173 -0.46109 -1.42782 -0.1 0.0 -0.1
H 1.66001 -2.36296 -2.47620 -0.1 -0.1 0.0
H 1.82535 -3.29719 -0.98485 -0.1 -0.1 0.0
H 3.56947 -3.95411 -2.61893 0.0 0.0 -0.1
H 4.12499 -2.27794 -2.70761 0.0 0.0 -0.1
H 4.14723 -4.03172 -0.21288 0.0 -0.1 0.0
H 5.56011 -3.57694 -1.16918 0.0 -0.1 0.1
H 5.16217 -1.17789 -0.64240 0.0 0.0 0.0
H 5.33393 -2.12507 0.83946 0.1 0.1 0.0
H 1.06332 0.59937 1.42448 -0.1 -0.1 0.0
```
Forces are in eV/Å.

Calculated values
* net charge: 0
* SMILES string: CCCN(CCC)CCCNC(=O)c1cn(C)c2ccc(S(=O)(=O)N(C)C3CCCCC3)cc2c1=O
* gap between HOMO and LUMO: 0.2891 hartree
* relative energy (zero: lowest compared OMol25 entry of this formula, charge and spin): 3.9 kcal per mole
* E: -53667.44457 eV
* molecular weight: 518.7 g/mol
* E_HOMO: -7.8875 eV

***

Density functional theory data (ωB97M-V/def2-TZVPD) for one molecule with the formula C6H9N.

Geometry as XYZ:
```
16
Properties=species:S:1:pos:R:3:forces:R:3
C 1.41062 1.37064 -0.00841 0.1 0.2 0.2
C 0.48450 0.67629 -0.90361 -0.3 0.3 -0.2
N 1.79196 0.04990 -0.53712 0.2 -0.2 -0.2
C 1.01804 -1.06593 0.10454 0.0 -0.2 0.1
C -0.30238 -0.32608 -0.09304 0.0 0.1 0.0
C -1.32533 0.00724 0.94826 0.0 0.1 0.2
C -1.72939 -0.69016 -0.32461 -0.1 -0.1 -0.2
H 1.12174 1.52025 1.03168 0.1 -0.2 -0.1
H 2.01685 2.16614 -0.43320 0.0 -0.2 0.1
H 0.28951 0.93278 -1.94159 -0.1 0.2 0.2
H 1.33127 -1.36755 1.11204 -0.1 0.2 -0.1
H 1.11842 -1.92368 -0.56810 0.0 0.1 0.1
H -1.59719 1.04704 1.11426 0.0 -0.2 -0.1
H -1.31747 -0.60445 1.84839 0.1 0.1 -0.1
H -2.07791 -1.71781 -0.28258 0.1 0.1 0.0
H -2.23326 -0.07463 -1.06692 0.0 -0.2 0.1
```
Forces are in eV/Å.

Calculated values
* net charge: 0
* SMILES string: C1[C@H]2N1CC21CC1
* gap between HOMO and LUMO: 0.3680 hartree
* relative energy (zero: lowest compared OMol25 entry of this formula, charge and spin): 75.7 kcal per mole
* E: -7854.87667 eV
* molecular weight: 95.1 g/mol
* E_HOMO: -8.9191 eV

***

Please write out number 3 again, unchanged.
Density functional theory data (ωB97M-V/def2-TZVPD) for one molecule with the formula C6H9N.

Geometry as XYZ:
```
16
Properties=species:S:1:pos:R:3:forces:R:3
C 1.41062 1.37064 -0.00841 0.1 0.2 0.2
C 0.48450 0.67629 -0.90361 -0.3 0.3 -0.2
N 1.79196 0.04990 -0.53712 0.2 -0.2 -0.2
C 1.01804 -1.06593 0.10454 0.0 -0.2 0.1
C -0.30238 -0.32608 -0.09304 0.0 0.1 0.0
C -1.32533 0.00724 0.94826 0.0 0.1 0.2
C -1.72939 -0.69016 -0.32461 -0.1 -0.1 -0.2
H 1.12174 1.52025 1.03168 0.1 -0.2 -0.1
H 2.01685 2.16614 -0.43320 0.0 -0.2 0.1
H 0.28951 0.93278 -1.94159 -0.1 0.2 0.2
H 1.33127 -1.36755 1.11204 -0.1 0.2 -0.1
H 1.11842 -1.92368 -0.56810 0.0 0.1 0.1
H -1.59719 1.04704 1.11426 0.0 -0.2 -0.1
H -1.31747 -0.60445 1.84839 0.1 0.1 -0.1
H -2.07791 -1.71781 -0.28258 0.1 0.1 0.0
H -2.23326 -0.07463 -1.06692 0.0 -0.2 0.1
```
Forces are in eV/Å.

Calculated values
* net charge: 0
* SMILES string: C1[C@H]2N1CC21CC1
* gap between HOMO and LUMO: 0.3680 hartree
* relative energy (zero: lowest compared OMol25 entry of this formula, charge and spin): 75.7 kcal per mole
* E: -7854.87667 eV
* molecular weight: 95.1 g/mol
* E_HOMO: -8.9191 eV